[1]
C25H23ClN2O2OsP | the ωB97M-V functional and the def2-TZVPD basis

Calculated values
**<S²>**: 6.04
**Total charge**: +3
**2S+1**: 5
**E_HOMO (alpha / beta)**: -16.72 / -16.71 eV

CARTESIAN COORDINATES (ANGSTROEM)
Os -0.040 -0.865 0.876
Cl 1.861 -0.531 2.267
C -1.546 -0.939 1.922
O -2.627 -1.015 2.417
P 0.085 1.131 0.051
C -0.936 1.683 -1.396
C -0.541 2.193 1.436
C 1.694 1.921 -0.340
C 0.343 2.691 2.396
C -0.128 3.447 3.469
C -1.489 3.724 3.587
C -2.364 3.242 2.615
C -1.901 2.497 1.531
H 1.401 2.446 2.336
H 0.563 3.805 4.228
H -1.867 4.296 4.442
H -3.427 3.431 2.714
H -2.591 2.117 0.779
C -1.976 0.851 -1.835
C -2.848 1.315 -2.821
C -2.658 2.567 -3.408
C -1.586 3.364 -3.008
C -0.722 2.928 -2.006
H -2.095 -0.149 -1.408
H -3.685 0.697 -3.124
H -3.342 2.924 -4.181
H -1.414 4.326 -3.479
H 0.125 3.556 -1.741
C 1.872 3.306 -0.215
C 3.093 3.882 -0.568
C 4.147 3.082 -1.015
C 3.965 1.703 -1.136
C 2.744 1.117 -0.799
H 1.059 3.952 0.127
H 3.218 4.958 -0.489
H 5.111 3.533 -1.260
H 4.780 1.072 -1.489
H 2.597 0.036 -0.870
H -0.098 -1.380 -4.101
H 0.584 -1.131 -4.078
N -0.746 -7.938 0.375
C 0.409 -7.211 0.563
O 1.479 -7.733 0.815
C 0.244 -5.710 0.478
C -0.972 -5.018 0.294
C -1.002 -3.624 0.407
N 0.097 -2.901 0.717
C 1.292 -3.526 0.756
C 1.388 -4.913 0.686
H -0.630 -8.932 0.428
H -1.627 -7.549 0.120
H -1.923 -5.508 0.054
H -1.892 -3.025 0.211
H 2.136 -2.852 0.866
H 2.386 -5.343 0.802

[2]
C25H23F5N12O5TbTe | the ωB97M-V functional and the def2-TZVPD basis

Calculated values
**<S²>**: 12.69
**Total charge**: -1
**2S+1**: 7
**Energy relative to the best compared isomer or geometry (same formula, charge and spin)**: 0.0 kcal per mole
**E_HOMO (alpha / beta)**: -3.84 / -3.83 eV

CARTESIAN COORDINATES (ANGSTROEM)
Tb -0.134 -1.161 1.656
O 2.902 -0.080 -3.992
C 2.462 -1.209 -3.747
C 2.097 -2.192 -4.765
C 1.899 -3.522 -4.696
C 2.036 -4.324 -3.535
C 2.262 -3.903 -2.227
C 2.205 -2.628 -1.670
C 2.236 -2.560 -0.244
N 2.183 -1.487 0.467
C 3.020 -1.154 1.627
C 2.814 0.334 1.746
N 1.527 0.700 2.287
C 1.590 1.647 3.204
C 0.512 2.412 3.765
C 0.801 3.619 4.427
C -0.229 4.485 4.715
C -1.572 4.179 4.371
C -1.894 2.932 3.864
C -0.867 2.045 3.370
O -1.222 1.046 2.660
H 2.283 -1.772 -5.791
H 1.701 -4.027 -5.626
H 1.896 -5.395 -3.667
H 2.672 -4.647 -1.517
H 2.218 -3.548 0.264
H 4.102 -1.343 1.451
H 2.790 -1.773 2.488
H 2.870 0.692 0.719
H 3.579 0.805 2.345
H 2.608 1.879 3.729
H 1.823 3.849 4.787
H -0.048 5.465 5.085
H -2.380 4.940 4.506
H -2.969 2.654 3.769
N -4.201 0.600 1.121
N -4.404 -0.760 0.805
C -3.514 -1.391 0.089
N -3.826 -2.591 -0.556
N -2.203 -1.040 0.266
N -1.441 -0.662 -0.808
O -1.815 -0.720 -1.965
O -0.271 -0.139 -0.436
H -4.612 1.142 0.369
H -3.219 0.769 1.142
H -5.025 -1.216 1.524
H -4.820 -2.887 -0.333
H -3.804 -2.463 -1.572
N 1.016 7.512 -4.793
C 1.466 6.620 -4.195
C 1.998 5.475 -3.525
C 2.369 5.613 -2.183
C 2.842 4.481 -1.542
N 2.938 3.287 -2.095
C 2.721 3.203 -3.427
C 2.228 4.262 -4.159
H 2.254 6.516 -1.646
H 3.135 4.527 -0.464
H 2.900 2.199 -3.870
H 2.074 4.249 -5.249
F -3.767 -4.878 -3.074
Te -3.019 -5.636 -1.301
F 0.241 -3.211 1.739
F -3.619 -7.356 -1.850
F -4.656 -5.626 -0.433
F -2.016 -6.820 0.056
O 2.155 -1.452 -2.357
N -5.579 -1.813 3.070
C -4.693 -1.860 3.827
N -3.636 -1.667 4.568
C -2.527 -1.640 3.933
N -1.445 -1.587 3.501

[3]
C25H23N2O5S | the ωB97M-V functional and the def2-TZVPD basis

Calculated values
**Total charge**: -1
**E_HOMO**: -1.91 eV

CARTESIAN COORDINATES (ANGSTROEM)
C 7.187 -2.706 -0.299
C 6.122 -1.784 -0.821
C 5.528 -0.846 0.034
C 4.549 0.028 -0.437
C 4.132 -0.058 -1.764
S 2.880 1.065 -2.372
N 1.319 0.056 -2.124
C 0.209 0.513 -2.327
O -0.893 0.917 -2.517
O 2.757 2.184 -1.480
O 3.011 1.222 -3.793
C 4.723 -0.973 -2.632
C 5.700 -1.844 -2.155
H 7.535 -3.383 -1.083
H 8.050 -2.145 0.080
H 6.807 -3.310 0.534
H 5.833 -0.803 1.080
H 4.102 0.774 0.220
H 4.411 -1.004 -3.677
H 6.142 -2.584 -2.822
C -4.388 -3.195 -3.183
C -4.045 -3.264 -1.716
O -3.067 -2.224 -1.466
C -2.571 -2.191 -0.200
C -1.843 -0.910 -0.019
N -1.752 -0.407 1.165
C -1.880 0.839 1.600
C -1.338 1.112 2.926
C -1.587 2.304 3.640
C -1.011 2.511 4.892
C -0.257 1.493 5.492
C -0.057 0.277 4.821
C -0.592 0.093 3.549
C -2.575 1.832 0.760
C -2.220 3.196 0.756
C -2.883 4.096 -0.077
C -3.821 3.637 -1.008
C -4.136 2.277 -1.060
C -3.565 1.398 -0.146
O -2.743 -3.034 0.655
H -5.289 -3.768 -3.391
H -4.542 -2.165 -3.519
H -3.581 -3.629 -3.779
H -4.928 -3.075 -1.090
H -3.599 -4.228 -1.445
H -1.591 -0.375 -0.944
H -2.241 3.060 3.210
H -1.156 3.466 5.402
H 0.175 1.651 6.481
H 0.516 -0.526 5.287
H -0.459 -0.848 3.018
H -1.413 3.538 1.404
H -2.659 5.162 -0.006
H -4.297 4.332 -1.700
H -4.823 1.890 -1.815
H -3.885 0.356 -0.140

[4]
C25H23N3O3 | the ωB97M-V functional and the def2-TZVPD basis

Calculated values
**Total charge**: 0
**Energy relative to the best compared isomer or geometry (same formula, charge and spin)**: 137.5 kcal per mole
**E_HOMO**: -5.73 eV

CARTESIAN COORDINATES (ANGSTROEM)
C -3.349 -2.248 6.221
O -2.349 -1.215 6.057
C -1.249 -1.483 5.308
C -0.357 -0.410 5.059
C 0.723 -0.586 4.207
C 0.941 -1.820 3.573
N 2.084 -1.954 2.745
C 2.230 -2.592 1.543
C 1.255 -3.418 0.812
C 1.320 -3.481 -0.649
C 0.670 -4.488 -1.278
C 0.989 -4.958 -2.616
C 0.759 -6.309 -2.957
C 1.182 -6.816 -4.183
C 1.818 -5.973 -5.109
C 2.015 -4.620 -4.797
C 1.598 -4.112 -3.566
O 0.428 -4.123 1.430
N 3.516 -2.421 1.164
C 4.181 -2.934 -0.022
C 4.180 -1.621 2.088
C 3.299 -1.318 3.056
C 0.121 -2.900 3.899
C -0.977 -2.747 4.741
H -4.110 -1.780 6.845
H -3.780 -2.543 5.255
H -2.933 -3.129 6.727
H -0.555 0.549 5.529
H 1.392 0.255 4.027
H 1.859 -2.691 -1.172
H -0.049 -5.093 -0.717
H 0.289 -6.956 -2.212
H 1.021 -7.870 -4.417
H 2.151 -6.370 -6.071
H 2.498 -3.955 -5.516
H 1.736 -3.057 -3.321
H 5.256 -2.989 0.195
H 3.818 -3.933 -0.287
H 4.052 -2.256 -0.880
H 5.219 -1.359 1.974
H 3.425 -0.729 3.945
H 0.312 -3.878 3.474
H -1.631 -3.598 4.937
O -1.105 -2.934 -2.316
C -2.326 -3.143 -2.533
C -3.244 -3.606 -1.503
C -4.453 -4.168 -1.875
N -4.894 -4.171 -3.141
C -4.161 -3.581 -4.097
C -2.937 -2.988 -3.847
H -2.911 -3.615 -0.468
H -5.094 -4.639 -1.122
H -4.574 -3.583 -5.111
H -2.370 -2.506 -4.638